[1]
26
Properties=species:S:1:pos:R:3:forces:R:3 method="wB97M-V/def2-TZVPD" multiplicity=3 relative_energy_kj_mol=0.00 gap_ha="0.27889 / 0.22719" e_tot_ha=-1121.8882
C -0.936 0.236 -1.962 1.81 2.19 -1.27
C -1.480 1.914 -0.057 -1.44 -1.66 -2.19
C -1.395 -0.937 0.965 -0.39 1.25 2.75
C 0.750 0.326 1.533 -0.70 -0.92 0.34
C 0.632 -1.316 -0.356 -0.75 -2.17 1.60
C -0.523 0.866 -0.616 -2.12 -2.08 0.37
C -0.167 -0.233 0.430 0.65 -0.04 -1.21
O 3.019 -2.140 0.761 1.24 2.24 -3.60
O 1.743 -0.704 -1.015 0.87 -0.40 0.02
S 3.219 -1.278 -0.585 -3.30 -5.79 2.47
I 4.272 0.832 0.035 2.13 3.86 1.04
H 0.015 -0.103 -2.508 -1.53 -0.22 0.94
H -1.709 -0.506 -1.893 -0.45 -0.15 -0.43
H -1.133 1.157 -2.590 -0.83 -1.23 0.37
H -1.609 2.698 -0.771 0.41 1.00 -0.20
H -1.138 2.190 0.864 0.94 1.43 2.37
H -2.528 1.608 0.097 0.40 -0.63 -0.05
H -2.198 -1.086 0.310 -0.93 -0.22 -1.39
H -1.175 -1.860 1.440 0.64 -1.32 -0.01
H -1.875 -0.454 1.877 0.65 0.28 -1.20
H 0.806 1.377 1.538 0.86 1.45 -0.89
H 1.699 -0.193 1.606 0.24 0.37 -0.18
H 0.322 0.256 2.508 -0.68 -0.91 0.88
H 1.065 -2.067 0.437 -1.18 1.25 -1.70
H -0.025 -1.885 -1.110 1.17 0.90 1.04
H 0.350 1.304 -0.937 2.30 1.53 0.12


[2]
28
Properties=species:S:1:pos:R:3:forces:R:3 method="wB97M-V/def2-TZVPD" smiles="CCOC(=O)OC.CC(C)=O.SI" relative_energy_kj_mol=0.00 gap_ha=0.31134 e_tot_ha=-1272.5063
C 1.366 2.057 0.495 -0.01 -1.61 1.35
C 0.353 -4.124 0.577 -3.93 0.04 -1.36
C 0.862 -1.951 -0.616 0.75 0.11 1.59
C -3.541 2.252 1.323 -0.57 -0.44 1.66
C 0.373 1.517 1.514 1.24 -1.15 1.91
C -0.019 -3.123 -0.586 0.26 -3.08 0.21
C -1.636 1.333 0.295 0.46 0.65 2.18
O -0.847 -3.445 -1.407 -0.03 0.68 0.29
O -2.917 1.673 0.265 0.93 -1.78 -2.68
O -0.980 1.876 1.380 -1.52 0.09 -1.26
O -1.087 0.607 -0.465 -0.19 -0.40 -1.12
S -4.375 -2.248 0.557 -0.89 0.23 -0.62
I -2.910 -2.093 2.328 0.78 0.25 1.02
H 0.968 1.705 -0.480 1.41 -0.16 0.34
H 1.342 3.106 0.490 0.10 1.54 0.03
H 2.366 1.717 1.003 -1.48 0.40 -1.98
H 1.324 -4.386 0.693 3.42 -0.55 -0.47
H -0.221 -5.109 0.501 0.32 1.69 0.37
H 0.201 -3.521 1.452 -0.79 -0.10 0.97
H 0.351 -1.010 -0.523 -0.31 0.34 0.13
H 1.565 -2.136 0.232 -0.25 0.81 -0.72
H 1.403 -1.936 -1.527 0.55 -0.03 -0.97
H -3.362 3.248 1.303 0.87 3.46 0.10
H -3.140 1.892 2.247 -0.28 -0.47 0.73
H -4.606 2.224 1.237 -0.63 -0.96 -0.14
H 0.591 1.908 2.554 0.07 -0.53 -1.11
H 0.505 0.381 1.533 -0.50 1.38 0.06
H -3.665 -3.201 -0.017 0.21 -0.40 -0.48


[3]
26
Properties=species:S:1:pos:R:3:forces:R:3 method="wB97M-V/def2-TZVPD" multiplicity=6 charge=+1 gap_ha="0.17010 / 0.23775" e_tot_ha=-887.2595
C 0.910 0.542 -1.275 0.60 0.56 0.51
Ir -0.283 -1.047 -1.330 -1.74 0.28 -0.03
N -1.770 -2.608 -1.412 -1.05 -0.87 0.03
N -0.355 -0.786 -3.469 0.06 0.25 -0.61
H -2.700 -2.250 -1.168 0.26 -0.19 -0.13
H 1.010 -1.998 -1.286 1.72 -1.38 -0.14
H 1.466 0.538 -0.320 -0.05 0.38 -0.68
H 0.235 1.415 -1.316 0.44 0.05 -0.02
H 1.585 0.501 -2.148 -0.11 0.39 0.40
H -1.294 -0.558 -3.808 0.38 -0.13 -0.07
H -0.016 -1.629 -3.937 -0.18 0.30 -0.04
H 0.265 -0.018 -3.744 -0.23 -0.22 -0.01
H -1.851 -3.087 -2.307 -0.10 -0.02 0.14
H -1.558 -3.326 -0.711 -0.08 0.13 -0.24
S -0.554 -1.316 0.855 0.59 0.92 0.85
C 0.011 0.097 1.705 0.32 -3.29 -0.81
C 1.292 0.160 2.278 2.25 1.78 1.56
C 1.681 1.336 2.916 1.48 -4.26 -1.27
C 0.777 2.404 3.023 -0.73 3.11 0.87
C -0.525 2.297 2.511 -1.74 -1.43 -1.32
C -0.922 1.128 1.877 -1.79 4.18 1.05
H 1.956 -0.691 2.185 0.10 0.15 0.07
H 2.694 1.431 3.312 -0.36 -0.12 -0.08
H 1.091 3.339 3.510 -0.20 -0.59 -0.27
H -1.228 3.125 2.588 0.20 -0.22 0.09
H -1.918 0.998 1.471 -0.01 0.23 0.13


[4]
23
Properties=species:S:1:pos:R:3:forces:R:3 method="wB97M-V/def2-TZVPD" smiles="C=CCCCN(C)C" relative_energy_kj_mol=201.11 gap_ha=0.34332 e_tot_ha=-330.3913
C 1.048 1.321 0.095 0.18 1.80 0.51
C 1.187 0.659 -1.267 0.36 -0.75 -0.07
C -0.004 0.651 -2.179 -0.34 -0.24 1.19
C -0.615 -0.450 -2.562 -1.41 -0.92 -0.49
C 0.369 0.696 1.344 0.01 -0.34 -0.70
N -0.533 -0.402 1.063 -0.39 -0.53 0.21
C 0.153 -1.665 0.783 -0.91 -0.12 -0.54
C -1.558 -0.532 2.078 -0.23 0.09 0.30
H 0.565 2.299 -0.030 -0.08 -0.12 -0.29
H 2.042 1.618 0.439 0.16 -0.15 -0.15
H 1.537 -0.348 -1.081 -0.21 -0.61 -0.20
H 2.033 1.051 -1.841 -0.03 0.62 0.30
H -0.524 1.588 -2.364 0.45 0.19 -0.36
H -1.523 -0.442 -3.165 0.13 0.51 -0.04
H -0.460 -1.475 -2.234 0.93 0.27 -0.01
H 1.152 0.419 2.072 -0.10 -0.18 0.00
H -0.221 1.480 1.811 -0.01 0.06 0.07
H -0.363 -2.564 1.137 0.02 0.40 0.90
H 0.021 -1.855 -0.271 0.89 0.10 -0.63
H 1.193 -1.658 1.105 0.12 -0.14 -0.08
H -1.108 -0.602 3.080 -0.25 0.10 0.17
H -2.286 0.281 2.027 0.40 0.37 0.16
H -2.203 -1.397 1.946 0.34 -0.40 -0.27


[5]
23
Properties=species:S:1:pos:R:3:forces:R:3 method="wB97M-V/def2-TZVPD" relative_energy_kj_mol=649.42 gap_ha="0.26065 / 0.27591" e_tot_ha=-330.2206
C -1.865 1.479 -0.019 0.04 0.01 0.20
C -0.246 1.666 1.721 -0.15 0.04 -0.06
C 1.542 0.630 -1.662 -0.02 0.25 -0.06
C -0.741 -1.576 0.992 0.00 -0.17 0.03
C 1.390 -2.217 -1.107 0.11 1.31 -0.33
N -0.473 1.374 0.331 -0.18 -0.66 0.28
C 0.773 -0.224 -0.763 1.41 -3.23 -0.87
C 0.054 -0.773 0.076 -1.20 2.56 0.82
H -2.016 1.210 -1.069 0.01 -0.01 0.04
H -2.532 0.837 0.595 0.01 0.03 -0.02
H -0.509 2.712 1.964 -0.01 -0.08 -0.03
H 0.810 1.536 1.973 -0.04 -0.03 -0.02
H -0.842 1.040 2.419 0.01 0.02 -0.02
H -2.242 2.509 0.112 0.04 -0.07 0.01
H 1.236 1.660 -1.487 0.03 -0.06 -0.01
H 2.612 0.521 -1.470 -0.09 -0.01 0.02
H 1.353 0.358 -2.703 -0.01 -0.01 0.08
H -1.326 -2.322 0.451 0.05 0.04 0.01
H -0.105 -2.084 1.720 -0.02 0.03 -0.05
H 0.978 -3.040 -0.531 -0.17 0.22 0.13
H 1.130 -2.284 -2.159 0.11 -0.09 -0.02
H 2.452 -2.087 -0.921 0.02 -0.08 -0.10
H -1.432 -0.925 1.534 0.05 0.02 -0.05


[6]
23
Properties=species:S:1:pos:R:3:forces:R:3 method="wB97M-V/def2-TZVPD" relative_energy_kj_mol=545.75 gap_ha="0.28726 / 0.28720" e_tot_ha=-330.2600
C 0.450 0.421 -0.032 5.03 -0.88 -0.91
C -1.992 0.149 0.386 1.50 -1.94 0.21
C 0.445 1.067 -1.396 0.03 -0.05 0.22
C 0.713 1.356 1.117 0.22 -0.16 -0.09
C -2.877 -0.751 -0.424 -0.20 -0.04 0.03
N -0.148 -0.737 0.242 -5.61 0.80 0.92
C 2.214 -0.890 -0.198 -0.60 2.17 -0.11
C 2.676 -1.574 0.830 -0.20 0.00 0.04
H -0.262 -1.287 -0.607 -0.15 0.10 -0.02
H -2.053 0.039 1.463 -0.20 -0.06 -0.03
H -2.054 1.200 0.107 0.57 -0.11 -0.20
H 2.763 -0.787 -1.134 0.07 0.00 -0.02
H 0.509 0.866 2.066 -0.02 -0.02 0.01
H 0.268 0.334 -2.182 0.03 -0.01 -0.01
H -0.327 1.838 -1.445 -0.11 0.03 -0.02
H 1.405 1.555 -1.568 -0.04 0.00 -0.06
H 1.766 1.642 1.092 -0.11 0.09 0.05
H 0.117 2.267 1.032 -0.12 0.02 -0.01
H -3.936 -0.487 -0.309 0.06 0.00 0.00
H -2.765 -1.792 -0.118 -0.01 0.05 -0.01
H -2.648 -0.682 -1.491 0.00 0.01 0.05
H 3.646 -2.071 0.827 -0.18 -0.13 -0.14
H 2.092 -1.675 1.741 0.03 0.13 0.09


[7]
23
Properties=species:S:1:pos:R:3:forces:R:3 method="wB97M-V/def2-TZVPD" smiles="C=CCCCN(C)C" relative_energy_kj_mol=161.33 gap_ha=0.36159 e_tot_ha=-330.4065
C 0.803 -1.101 -0.103 -0.52 0.12 1.52
C -0.320 -2.147 0.083 0.38 0.81 -1.02
C -1.577 -1.650 -0.579 0.50 0.00 -0.17
C -2.306 -2.300 -1.468 -0.41 -0.81 -0.16
C 0.519 0.167 0.766 0.82 -0.50 -1.31
N 0.740 1.380 -0.047 0.44 1.14 1.02
C -0.344 2.339 0.123 -1.36 -0.79 -0.62
C 1.962 2.058 0.434 -0.24 -0.23 -0.30
H 0.898 -0.776 -1.112 -0.05 0.09 -0.91
H 1.769 -1.497 0.214 -0.05 -0.23 -0.11
H -0.543 -2.170 1.138 0.12 -0.59 0.58
H 0.025 -3.101 -0.315 -0.34 -0.19 0.24
H -1.791 -0.625 -0.300 -0.51 0.04 -0.03
H -3.254 -1.997 -1.888 0.09 0.69 0.05
H -2.061 -3.305 -1.797 0.33 -0.05 0.23
H -0.490 0.169 1.163 -0.14 -0.06 0.14
H 1.246 0.109 1.576 -0.28 0.34 0.42
H -0.204 3.232 -0.481 0.39 0.16 0.23
H -1.276 1.910 -0.284 0.24 -0.08 0.07
H -0.596 2.574 1.167 0.41 0.26 0.07
H 1.849 2.355 1.477 0.07 -0.06 0.38
H 2.818 1.390 0.343 0.04 0.12 -0.06
H 2.136 2.985 -0.112 0.07 -0.18 -0.29


[8]
23
Properties=species:S:1:pos:R:3:forces:R:3 method="wB97M-V/def2-TZVPD" smiles="C/C=C/C.C=C(C)N" relative_energy_kj_mol=106.85 gap_ha=0.33551 e_tot_ha=-330.4272
C 3.688 0.388 -0.286 -0.02 0.03 0.43
C 2.210 0.582 -0.141 -0.25 -0.06 -0.31
C 1.427 -0.266 0.527 0.28 -0.07 0.34
N 1.731 1.738 -0.749 0.03 0.14 0.23
H 4.223 1.153 0.286 -0.03 -0.01 -0.17
H 3.990 0.461 -1.329 0.08 -0.02 -0.10
H 3.973 -0.584 0.111 0.06 -0.02 -0.11
H 0.365 -0.128 0.648 -0.12 0.15 -0.11
H 1.869 -1.095 1.060 0.04 -0.06 -0.04
H 2.184 2.034 -1.596 0.00 -0.01 -0.03
H 0.734 1.872 -0.739 -0.03 -0.04 -0.09
C -2.291 -0.554 -0.442 -0.06 -0.02 -0.09
C -2.296 -0.719 0.868 -0.12 0.24 0.48
C -3.235 0.001 1.792 0.24 -0.04 0.21
C -1.362 -1.182 -1.439 -0.42 0.29 0.00
H -3.064 0.102 -0.827 0.01 0.13 -0.23
H -1.564 -1.337 1.374 0.12 -0.25 -0.16
H -3.799 -0.690 2.423 -0.07 -0.04 -0.10
H -2.657 0.622 2.483 -0.05 0.06 -0.02
H -3.928 0.646 1.257 -0.07 -0.02 -0.07
H -0.994 -2.140 -1.089 0.16 -0.09 -0.02
H -0.520 -0.527 -1.664 0.14 -0.03 0.06
H -1.907 -1.311 -2.372 0.07 -0.25 -0.12